(1)
# C7H11N

2 unconnected molecules or ions with the total composition C7H11N (ωB97M-V/def2-TZVPD, the OMol25 dataset).

XYZ file:
```
19
Properties=species:S:1:pos:R:3:forces:R:3
C 0.77899 1.40858 -0.38412 0.95 -7.60 0.15
C 1.96080 1.06716 0.27723 -1.34 2.78 2.92
C 2.29305 -0.24869 0.62983 -0.67 0.76 -3.42
C 1.62852 -1.21681 -0.07092 0.63 -3.27 1.41
C 0.39028 -1.05010 -0.72691 1.65 -3.61 1.33
C 0.00334 0.18900 -0.80239 1.11 6.04 -0.65
H 0.30279 2.28553 -0.50207 -0.95 3.16 -0.30
H 2.37099 1.84022 0.98444 0.24 -0.34 -1.37
H 3.24216 -0.49654 1.00287 0.92 -0.09 1.07
H 2.10632 -2.21605 0.11596 -0.99 0.58 -0.60
H -0.31816 -1.90738 -0.92761 1.29 0.98 -0.25
H -0.86830 0.37990 -1.31212 -2.18 0.66 -0.73
C -2.34969 -0.28577 0.91698 1.01 -2.74 0.27
N -3.05430 0.30673 -0.19536 -2.18 0.85 0.38
H -1.75965 0.44640 1.45996 -0.06 0.06 0.10
H -2.94095 -0.92831 1.62385 0.03 0.92 -0.32
H -1.60887 -1.07262 0.51380 -1.13 1.52 0.65
H -3.43280 -0.43149 -0.77109 0.12 -0.22 -0.28
H -3.94507 0.77292 0.14126 1.56 -0.45 -0.37
```
Forces are in eV/Å.

Its gap between HOMO and LUMO is 10.050 eV. The energy is -8925.2268 eV. As for the multiplicity: 1. The calculation puts the LUMO energy at 1.041 eV.

---

(2)
# C7H10

C7H10 in the gas phase (ωB97M-V/def2-TZVPD, the OMol25 dataset).

XYZ file:
```
17
Properties=species:S:1:pos:R:3:forces:R:3
C 1.64172 0.79695 0.58012 0.07 0.21 0.02
C 1.56270 -0.67623 0.35446 0.05 -0.12 -0.07
C 0.61670 -0.92868 -0.82238 -0.12 0.13 -0.22
C -0.51328 -0.16023 -0.05328 -0.04 0.38 -0.20
C -2.00228 -0.37612 -0.10935 0.02 -0.29 0.12
C -1.45644 0.93728 -0.57931 0.26 0.04 -0.02
C 0.46132 0.02917 1.11877 -0.30 0.14 0.16
H 1.47464 1.44758 -0.27724 0.05 0.00 0.18
H 2.37882 1.15668 1.29218 -0.16 -0.12 -0.02
H 2.31943 -1.35967 0.73831 -0.29 0.14 -0.16
H 0.46178 -1.99888 -1.01274 -0.37 0.31 0.17
H 0.93233 -0.45228 -1.75535 -0.01 -0.09 -0.03
H -2.38709 -1.03314 -0.88681 0.15 -0.06 0.22
H -2.60051 -0.37025 0.79902 0.23 -0.11 -0.05
H -1.53415 1.17695 -1.64124 0.26 -0.26 0.22
H -1.67259 1.80574 0.04852 0.36 -0.31 -0.03
H 0.27320 -0.01907 2.18916 -0.17 0.02 -0.27
```
Forces are in eV/Å.

Its gap between HOMO and LUMO is 10.477 eV. The energy is -7418.4861 eV. As for the multiplicity: 1. The calculation puts the LUMO energy at 1.200 eV.

---

(3)
# C4H5NO

C4H5NO in the gas phase (ωB97M-V/def2-TZVPD, the OMol25 dataset).

XYZ file:
```
11
Properties=species:S:1:pos:R:3:forces:R:3
C -1.32332 0.56232 -0.11637 0.19 -0.92 0.33
C -0.33247 -0.73626 0.34739 -0.25 0.33 0.05
O -0.81585 -1.71891 0.84049 0.27 1.07 -0.55
C 1.30573 -0.70131 0.13644 -0.64 0.30 -0.02
C 1.42341 0.66194 -0.31805 -0.14 1.26 -0.42
N 1.03746 1.70741 -0.62081 1.38 -0.28 -0.08
H -2.21347 0.37121 0.47601 -0.16 -0.34 -0.15
H -1.57131 0.48340 -1.18906 0.18 -0.47 0.41
H -1.13279 1.65748 -0.00662 0.76 -1.29 0.39
H 1.72617 -1.40808 -0.60604 -0.80 0.21 0.24
H 1.89643 -0.87920 1.05664 -0.80 0.11 -0.20
```
Forces are in eV/Å.

Its gap between HOMO and LUMO is 10.998 eV. The energy is -7764.7888 eV. As for the multiplicity: 1. The calculation puts the LUMO energy at 0.700 eV.

---

(4)
# C6H6O

A molecular structure, C6H6O (ωB97M-V/def2-TZVPD, the OMol25 dataset).

XYZ file:
```
13
Properties=species:S:1:pos:R:3:forces:R:3
O 0.51035 -2.19956 0.56987 -0.14 -1.53 0.57
C 1.10165 -0.01067 -0.02952 -0.06 0.39 -0.33
C 0.13457 0.69597 -0.80928 0.22 0.72 -0.34
C -0.61076 -0.59767 -0.73754 1.32 -0.38 1.05
C -0.59056 -1.78270 -0.18706 0.26 -0.06 0.05
C -0.54096 1.78173 -0.13494 -0.32 0.78 0.00
C -1.05320 2.69370 0.45192 0.08 -0.19 -0.18
H 0.28807 -2.08551 1.49974 -0.05 -0.21 0.12
H 1.21450 0.16718 1.04322 -0.56 -0.19 -0.45
H 1.95558 -0.49962 -0.49164 -0.50 0.00 -0.12
H 0.44219 0.89786 -1.82479 -0.15 0.36 -0.26
H -1.33112 -2.57306 -0.29346 -0.11 0.33 -0.16
H -1.52032 3.51235 0.94347 0.00 -0.03 0.04
```
Forces are in eV/Å.

Its gap between HOMO and LUMO is 9.055 eV. The energy is -8360.0693 eV. As for the multiplicity: 1. The calculation puts the LUMO energy at 0.773 eV.

---

(5)
# C4H11NO2

A molecular structure, C4H11NO2 (ωB97M-V/def2-TZVPD, the OMol25 dataset).

XYZ file:
```
18
Properties=species:S:1:pos:R:3:forces:R:3
C 0.25491 0.21386 0.83472 -1.00 1.74 0.37
C -0.27555 0.55846 -0.43590 0.90 -1.75 -0.81
C -0.43602 -0.69741 1.77789 -0.11 -0.34 0.16
C 0.40808 1.43838 -1.43310 0.03 0.03 0.11
N -0.04112 -2.26028 -0.81413 -0.19 0.12 0.04
O 0.72795 -1.07842 -0.82920 -0.42 0.61 -0.20
O -0.68679 1.84194 1.03026 0.68 -0.69 0.34
H -0.04686 2.55945 0.91389 -0.06 -0.12 0.06
H 1.28994 0.47225 1.01995 -0.05 0.01 -0.07
H -1.29132 0.24851 -0.64761 0.05 -0.02 0.07
H -0.37852 -2.41168 -1.76416 0.11 -0.01 0.07
H 0.60984 -3.01721 -0.60961 -0.03 0.12 -0.06
H -1.42815 -0.32335 2.03051 0.09 0.14 -0.08
H 0.13714 -0.82522 2.69575 -0.03 0.07 -0.04
H -0.58337 -1.67855 1.30887 0.15 0.18 -0.07
H 1.39149 1.75570 -1.08211 -0.06 -0.03 0.03
H 0.55020 0.88343 -2.36094 -0.07 0.01 0.07
H -0.20185 2.32015 -1.63506 0.01 -0.06 0.02
```
Forces are in eV/Å.

Its gap between HOMO and LUMO is 8.682 eV. The energy is -9906.2686 eV. As for the multiplicity: 1. The calculation puts the LUMO energy at 0.910 eV.

---

(6)
# C4H11N2S

2 unconnected molecules or ions with the total composition C4H11N2S (ωB97M-V/def2-TZVPD, the OMol25 dataset).

XYZ file:
```
18
Properties=species:S:1:pos:R:3:forces:R:3
C 2.19248 1.00411 0.21708 0.19 -0.02 0.08
C 0.47876 2.41898 -0.42586 0.04 -0.05 0.10
N 1.09742 1.89236 0.53457 -0.10 -0.09 0.04
H 3.05311 1.28552 0.82500 0.04 -0.06 -0.04
H 2.47893 0.99102 -0.84117 -0.05 0.12 -0.05
H 1.92244 -0.01901 0.49061 0.01 0.05 0.15
H -0.36095 3.07491 -0.21623 -0.02 0.01 -0.08
H 0.75826 2.23023 -1.46669 -0.07 0.06 -0.11
C -1.36706 -0.93698 0.65369 -0.02 0.06 -0.01
C -0.51150 -2.13537 0.20258 -0.13 0.34 -0.01
S 0.67715 -1.74462 -1.08551 -0.11 -0.16 -0.01
N -2.02176 -0.18392 -0.41220 -0.03 -0.32 0.02
H -0.74095 -0.25884 1.23779 0.09 0.04 -0.07
H -2.12656 -1.31346 1.34073 -0.04 0.01 0.03
H -1.15788 -2.91047 -0.22284 0.04 -0.06 -0.08
H 0.00325 -2.57412 1.05526 0.05 -0.10 0.04
H -2.92730 -0.58340 -0.63835 0.16 0.01 0.00
H -1.44783 -0.23694 -1.24844 -0.04 0.16 -0.01
```
Forces are in eV/Å.

Its gap between HOMO and LUMO (spin up / spin down) is 10.161 / 7.090 eV. The energy is -18139.5834 eV. As for the multiplicity: 2. The calculation puts the LUMO energy (spin up / spin down) at 0.853 / -1.987 eV.

---

Energy above the lowest of the compared OMol25 structures with the same formula, charge and spin? In order: 57.7 58.8 40.1 148.4 137.7 21.6 kcal/mol.